[1]
The following is a quantum chemistry calculation of a gas-phase ion, C3H6N3OP2 (charge +1), from the Open Molecules 2025 dataset.

Output
E_HOMO = -11.995 eV
gap between HOMO and LUMO = 0.29872 Ha
energy = -28295.252 eV
SMILES = OC1=CN2[PH2]=[PH]=[N+]=C2N1
LUMO = -0.1421 hartree

Geometry as ORCA input:
```
! RIJCOSX wB97M-V def2-TZVPD def2/J DEFGRID3
* xyz 1 1
O -0.42427 -1.83284 2.54010
C -0.30417 -1.08244 1.44654
C -1.03092 -0.05893 0.95740
N -0.47631 0.39557 -0.24116
P -0.51382 1.52223 -1.40135
P 1.29869 0.77398 -2.54823
N 1.64338 -0.37077 -1.38744
C 0.91827 -0.61711 -0.41344
N 0.80321 -1.38863 0.63935
H -1.16223 -1.56686 3.10142
H -1.92207 0.37478 1.36764
H -0.66622 2.78111 -0.82016
H -1.70034 1.39949 -2.12393
H 2.09761 1.80748 -1.99810
H 1.43919 -2.13706 0.88134
*
```

***

[2]
The following is a quantum chemistry calculation of a gas-phase ion, C8H12N3O (charge -1), from the Open Molecules 2025 dataset.

Output
E_HOMO (alpha / beta) = -3.099 / -3.098 eV
gap between HOMO and LUMO (alpha / beta) = 0.22520 / 0.22518 Ha
energy = -15005.302 eV
SMILES = CC(C)(C)N([O-])C=C1C=NN=C1
LUMO (alpha / beta) = 0.1113 / 0.1113 hartree

Geometry as ORCA input:
```
! RIJCOSX wB97M-V def2-TZVPD def2/J DEFGRID3
* xyz -1 1
C 0.56377 -0.60884 -1.43798
C 0.72185 0.26465 -0.13016
C 0.48977 1.73076 -0.24558
C 1.97760 -0.13744 0.58695
N -0.51921 -0.56666 0.87328
O -0.06905 -1.33732 1.73492
C -1.74411 -0.63451 0.37089
C -2.80938 -1.31871 1.03366
C -4.20833 -1.14352 1.00419
N -4.86099 -2.18529 1.49061
N -3.93505 -3.08039 1.95222
C -2.73819 -2.54218 1.78896
H -0.46912 -0.82175 -1.61103
H 0.92249 0.07698 -2.15873
H 1.00717 -1.57996 -1.37034
H 0.90825 2.16941 0.66211
H -0.49796 1.96143 -0.38775
H 1.07303 2.22435 -1.01788
H 2.91036 -0.22064 -0.00146
H 2.11680 0.48986 1.40954
H 1.93502 -1.05792 1.08079
H -2.04382 0.15200 -0.24184
H -4.74196 -0.16793 0.81201
H -1.86998 -3.12745 2.10625
*
```

***

[3]
The following is a quantum chemistry calculation of a molecular structure, C4H2N2S, from the Open Molecules 2025 dataset.

Output
E_HOMO (alpha / beta) = -9.053 / -9.053 eV
gap between HOMO and LUMO (alpha / beta) = 0.22279 / 0.22331 Ha
energy = -17986.622 eV
LUMO (alpha / beta) = -0.1099 / -0.1094 hartree

Geometry as ORCA input:
```
! RIJCOSX wB97M-V def2-TZVPD def2/J DEFGRID3
* xyz 0 1
C -0.52172 1.28612 -0.02347
C 0.46703 0.37008 -0.09038
C -1.83244 0.82408 0.08574
C 2.62859 -1.06155 0.10539
N -1.65295 -0.50319 0.05573
N -0.35030 -0.68400 -0.07891
S 2.19366 0.43503 -0.21941
H -2.83117 1.17530 0.05573
H 1.89930 -1.84188 0.10958
*
```

***

[4]
The following is a quantum chemistry calculation of 2 unconnected molecules or ions with the total composition C3H5Br2NO2, from the Open Molecules 2025 dataset.

Output
E_HOMO = -9.081 eV
gap between HOMO and LUMO = 0.35585 Ha
energy = -148857.647 eV
SMILES = [O-]/[N+](O)=C\Br.C=CBr
LUMO = 0.0221 hartree

Geometry as ORCA input:
```
! RIJCOSX wB97M-V def2-TZVPD def2/J DEFGRID3
* xyz 0 1
O 0.14037 -2.21927 0.49003
N -0.01365 -1.45800 -0.45259
O 1.08453 -1.28927 -1.30750
C -1.03071 -0.73366 -0.77018
Br -2.58642 -0.89984 0.23758
H 1.78535 -1.87998 -0.98199
H -1.02380 -0.11707 -1.64912
C 0.99290 1.20689 0.70821
C -0.27808 1.48114 0.92180
Br -1.28202 2.63246 -0.20797
H 1.52390 0.56026 1.38570
H 1.53373 1.58842 -0.14200
H -0.84609 1.12794 1.76804
*
```

***

Calculated values (eV Å⁻¹) of strongest force on any atom for the records, taken in order: 4.23; 4.57; 2.58; 0.82.